(1)
75
Properties=species:S:1:pos:R:3:mulliken_charge:R:1 method="wB97M-V/def2-TZVPD" de_lowest_kcal_mol=0.0 gap_ev=9.09 smiles="CCO[N@H+](CCCS(=O)(=O)O)C(=O)[O-].c1ccccc1.c1ccccc1.c1ccccc1.c1ccccc1" lumo_energy_ev=0.074 homo_energy_ha=-0.3312
C 5.201 -2.499 2.036 -1.4360
C 3.732 -2.232 2.297 0.1859
O 3.617 -0.860 2.694 -0.3185
N 2.316 -0.351 2.584 0.3438
C 1.236 -1.160 3.257 -1.1161
C 0.347 -2.012 2.346 -0.2737
C -0.994 -1.345 2.005 -0.7762
S -2.268 -2.566 1.743 1.2616
O -2.163 -3.602 2.717 -0.6702
O -3.511 -1.881 1.613 -0.5677
O -1.881 -3.212 0.343 -0.5132
C 1.926 0.042 1.143 0.4116
O 0.984 0.817 1.109 -0.6328
O 2.579 -0.451 0.237 -0.7043
H 5.275 -3.321 1.333 0.3827
H 5.665 -1.643 1.558 0.3536
H 5.705 -2.747 2.960 0.3421
H 3.400 -2.900 3.090 0.3185
H 3.152 -2.426 1.403 0.1310
H 2.357 0.538 3.079 0.4557
H 1.670 -1.735 4.063 0.3629
H 0.591 -0.432 3.736 0.5316
H 0.861 -2.378 1.463 0.2648
H 0.092 -2.900 2.921 0.6412
H -0.959 -0.745 1.105 0.0682
H -1.338 -0.775 2.859 0.4843
H -1.361 -2.573 -0.171 0.3582
C 4.254 3.751 0.918 -0.5356
C 3.029 3.229 0.526 -0.1284
C 1.962 4.079 0.271 -0.4575
C 2.120 5.450 0.411 -0.4037
C 3.344 5.972 0.810 -0.4212
C 4.411 5.123 1.063 -0.3515
H 5.089 3.087 1.109 0.3882
H 2.902 2.165 0.411 0.4068
H 1.010 3.667 -0.034 0.4297
H 1.289 6.114 0.209 0.3660
H 3.465 7.042 0.923 0.3603
H 5.366 5.530 1.371 0.3602
C -1.003 -1.788 -3.251 -0.6176
C -0.395 -1.214 -2.142 -0.2467
C -0.707 0.087 -1.768 0.2351
C -1.623 0.819 -2.510 -0.9293
C -2.225 0.249 -3.623 -0.4335
C -1.915 -1.054 -3.993 -0.5067
H -0.757 -2.801 -3.542 0.4085
H 0.340 -1.778 -1.572 0.7099
H -0.224 0.532 -0.905 0.1925
H -1.866 1.833 -2.220 0.4129
H -2.936 0.820 -4.205 0.3867
H -2.382 -1.495 -4.864 0.4128
C 2.236 -0.350 -7.313 -0.3858
C 3.504 -0.554 -6.786 -0.3691
C 3.735 -0.345 -5.433 -0.4409
C 2.699 0.070 -4.607 -0.5128
C 1.434 0.280 -5.136 -0.1942
C 1.202 0.068 -6.488 -0.4660
H 2.055 -0.518 -8.367 0.3591
H 4.313 -0.875 -7.430 0.3539
H 4.723 -0.507 -5.021 0.3698
H 2.877 0.230 -3.551 0.5422
H 0.627 0.607 -4.492 0.3717
H 0.213 0.230 -6.899 0.3855
C -7.563 -0.405 2.193 -0.5844
C -6.338 -0.716 2.769 -0.1260
C -6.145 -0.513 4.128 -0.4585
C -7.171 0.001 4.909 -0.3480
C -8.392 0.317 4.331 -0.4370
C -8.588 0.113 2.972 -0.3059
H -7.718 -0.567 1.134 0.3670
H -5.537 -1.114 2.163 0.5347
H -5.192 -0.759 4.579 0.3580
H -7.019 0.155 5.970 0.3531
H -9.191 0.722 4.939 0.3501
H -9.541 0.358 2.521 0.3567

=====

(2)
90
Properties=species:S:1:pos:R:3:mulliken_charge:R:1 method="wB97M-V/def2-TZVPD" de_lowest_kcal_mol=0.0 gap_ev="6.77 / 7.52" lumo_energy_ev="0.202 / 0.205" s2=15.760 spin_multiplicity=8 homo_energy_ha="-0.2415 / -0.2689"
Eu 1.988 -0.160 -1.320 1.1828
C -2.769 -3.026 -3.259 -0.7559
N -1.639 -3.525 -2.552 0.4522
C -1.485 -4.858 -2.126 -0.6924
C -0.231 -4.994 -1.641 -0.5077
N 0.470 -3.798 -1.861 0.5158
B 1.926 -3.571 -1.505 -0.0104
N 1.984 -3.460 0.026 0.5981
C 2.726 -4.360 0.824 -0.5698
C 2.172 -4.428 2.079 -0.6549
N 1.210 -3.466 2.160 0.5026
C 0.215 -3.408 3.232 -0.9724
C 1.042 -2.854 0.891 -1.2350
S -0.056 -1.656 0.442 0.3083
C -0.358 -2.939 -2.498 -0.1630
S -0.080 -1.377 -3.098 -0.3620
H -2.639 -3.144 -4.354 0.2987
H -2.890 -1.958 -3.027 0.1374
H -3.706 -3.545 -2.963 0.3517
H -2.270 -5.560 -2.364 0.4987
H 0.317 -5.842 -1.198 0.4521
H 2.626 -4.411 -1.944 -0.1797
H 2.215 -2.544 -2.106 -0.3997
H 3.602 -4.890 0.422 0.4725
H 2.283 -5.130 2.896 0.4204
H -0.793 -3.371 2.795 0.3124
H 0.401 -2.515 3.777 0.2821
H 0.353 -4.298 3.839 0.3636
C -2.775 4.111 1.167 -1.1867
As -1.535 2.716 1.864 0.7562
C -0.647 3.869 3.285 -1.3806
C -2.962 1.803 2.957 0.4920
C -2.751 1.654 4.357 -0.3089
C -3.471 0.664 5.032 -0.6968
C -4.359 -0.187 4.305 -0.8066
C -4.514 -0.034 2.923 -0.4124
C -3.807 0.953 2.273 0.0632
As -4.205 1.123 0.334 0.4450
C -6.127 1.466 0.364 -1.1607
C -4.300 -0.774 -0.297 -1.0810
H -3.585 4.133 1.909 0.3320
H -3.134 3.913 0.154 0.2776
H -2.282 5.094 1.121 0.4671
H -1.408 4.193 4.051 0.4143
H -0.226 4.744 2.753 0.3742
H 0.123 3.250 3.733 0.3376
H -1.926 2.244 4.878 0.1633
H -3.318 0.455 6.074 0.4086
H -4.976 -0.925 4.866 0.3372
H -5.271 -0.634 2.414 0.1938
H -6.432 2.569 0.500 0.2894
H -6.667 0.857 1.112 0.3249
H -6.634 1.246 -0.558 0.4216
H -5.083 -1.324 0.310 0.4211
H -3.289 -1.204 -0.102 0.2008
H -4.570 -0.845 -1.343 0.3543
I 6.504 2.422 -4.980 0.1285
C 5.162 0.945 -4.414 -0.6227
C 4.658 -0.078 -5.202 -0.2164
N 3.778 -0.813 -4.432 -0.1870
N 3.614 -0.205 -3.183 0.0239
C 4.502 0.845 -3.164 -0.1386
H 4.923 -0.365 -6.225 0.4319
H 3.197 -1.657 -4.626 0.1740
H 4.664 1.480 -2.281 0.4507
Br 1.039 5.480 -3.922 -0.1911
C 0.260 3.971 -3.064 -0.4637
C -1.077 3.728 -3.483 -0.2223
C -1.693 2.487 -3.184 -1.0157
C -0.984 1.583 -2.381 -0.9113
N 0.283 1.783 -2.003 0.2767
C 0.878 3.036 -2.232 -0.0608
H -1.618 4.412 -4.136 0.4327
H -2.675 2.234 -3.568 0.4520
H -1.447 0.693 -2.011 1.1382
H 1.856 3.253 -1.839 0.5207
C 5.404 0.616 1.430 -1.6315
C 3.992 1.223 1.270 0.8265
O 3.334 0.872 0.144 -0.5736
C 3.126 0.626 2.468 0.4310
F 3.682 0.791 3.687 -0.2910
F 1.854 1.135 2.485 -0.1607
F 2.960 -0.698 2.180 -0.1741
C 4.021 2.828 1.526 0.5062
F 2.794 3.390 1.496 -0.1224
F 4.764 3.486 0.543 -0.2971
F 4.536 3.123 2.743 -0.2721
H 5.257 -0.492 1.429 0.3297
H 5.898 0.986 2.353 0.4004
H 6.070 0.842 0.575 0.3420

=====

(3)
83
Properties=species:S:1:pos:R:3:mulliken_charge:R:1 method="wB97M-V/def2-TZVPD" gap_ev=7.57 total_charge=+1 lumo_energy_ev=-2.494 homo_energy_ha=-0.3699
Ga 0.376 -0.355 -0.787 1.2245
C -4.087 -2.467 -2.629 -1.4262
C -4.196 -0.941 -2.719 1.2545
C -5.639 -0.522 -3.034 -1.6658
C -3.291 -0.429 -3.833 -2.0676
N -3.843 -0.413 -1.379 0.6215
C -4.673 -0.672 -0.321 -0.3854
C -4.106 -0.151 0.789 -1.2908
N -2.923 0.433 0.436 0.0286
B -2.121 1.176 1.538 1.3440
N -1.361 2.375 0.925 0.1215
C -2.025 3.532 0.637 -1.2345
C -1.146 4.395 0.079 -0.3001
N 0.073 3.778 0.024 0.3957
C -0.086 2.539 0.542 -0.0425
S 1.153 1.368 0.778 -0.2663
C 1.251 4.332 -0.675 1.5112
C 1.363 3.594 -2.015 -1.2570
C 2.504 4.185 0.189 -1.5468
C 1.036 5.822 -0.945 -2.1878
N -1.175 0.266 2.353 -0.0865
C -0.727 0.646 3.588 -1.2911
C 0.021 -0.357 4.095 -0.2751
N 0.036 -1.376 3.176 0.5883
C -0.690 -0.965 2.117 -0.0563
S -0.970 -1.812 0.655 -0.2598
C 0.869 -2.581 3.376 1.4403
C 0.606 -3.685 2.355 -2.2167
C 0.550 -3.141 4.766 -1.7558
C 2.330 -2.133 3.260 -1.3855
C -2.769 0.248 -0.892 0.1020
S -1.432 0.856 -1.815 -0.4802
H -4.312 -2.909 -3.596 0.4697
H -4.784 -2.874 -1.900 0.3881
H -3.079 -2.758 -2.342 0.2542
H -5.863 -0.778 -4.067 0.4616
H -5.770 0.551 -2.917 0.3813
H -6.368 -1.031 -2.411 0.4206
H -3.657 -0.817 -4.779 0.5590
H -2.269 -0.775 -3.705 0.4127
H -3.299 0.657 -3.880 0.4402
H -5.598 -1.201 -0.422 0.5529
H -4.454 -0.161 1.800 0.6711
H -2.911 1.617 2.305 -0.2074
H -3.067 3.642 0.850 0.6588
H -1.319 5.388 -0.269 0.5261
H 1.343 2.512 -1.882 0.0031
H 2.285 3.865 -2.522 0.4649
H 0.531 3.865 -2.663 0.3670
H 2.779 3.148 0.344 0.3191
H 2.344 4.632 1.167 0.3801
H 3.335 4.694 -0.290 0.4854
H 0.227 5.995 -1.648 0.5195
H 1.938 6.225 -1.394 0.4587
H 0.849 6.367 -0.025 0.4855
H -0.971 1.601 4.002 0.6375
H 0.537 -0.408 5.032 0.5268
H -0.454 -3.922 2.298 0.4509
H 1.143 -4.581 2.661 0.5651
H 0.961 -3.413 1.364 0.4247
H -0.512 -3.363 4.839 0.4048
H 0.820 -2.458 5.565 0.4318
H 1.108 -4.061 4.913 0.4722
H 2.501 -1.656 2.293 0.1324
H 2.982 -2.998 3.336 0.4867
H 2.597 -1.430 4.045 0.3842
Cl 1.135 -4.907 -1.428 -0.1828
C 2.397 -3.743 -1.348 0.5996
C 3.715 -4.167 -1.135 -0.7367
C 4.741 -3.260 -1.058 0.7706
Cl 6.353 -3.814 -0.809 -0.2521
C 4.486 -1.873 -1.166 0.2460
C 5.463 -0.862 -1.110 -0.8876
C 5.069 0.451 -1.176 -1.1117
C 3.706 0.755 -1.264 0.1856
N 2.770 -0.164 -1.335 -0.0259
C 3.138 -1.460 -1.328 0.4019
C 2.078 -2.398 -1.465 -0.5260
O 0.852 -1.951 -1.650 -0.6425
H 3.913 -5.221 -1.032 0.4863
H 6.503 -1.135 -1.018 0.4472
H 5.789 1.252 -1.139 0.4604
H 3.389 1.787 -1.276 0.2242